(1)
{
  "formula": "C35H26BrIN4O9V",
  "method": "ωB97M-V/def2-TZVPD",
  "symbols": ["V", "C", "C", "N", "C", "C", "C", "O", "C", "C", "N", "C", "C", "C", "C", "C", "C", "I", "C", "O", "H", "H", "H", "H", "H", "H", "H", "H", "H", "H", "H", "H", "O", "C", "C", "C", "C", "C", "C", "C", "O", "N", "N", "C", "C", "Br", "C", "C", "C", "C", "C", "C", "C", "H", "H", "H", "H", "H", "H", "H", "H", "H", "H", "H", "H", "H", "H", "O", "C", "C", "O", "C", "C", "O", "C", "O", "O"],
  "xyz": [[0.36047, 0.90438, -0.95274], [-4.54225, 0.98075, 2.00460], [-3.17077, 1.58620, 2.13386], [-2.63548, 1.65252, 3.35250], [-1.40064, 2.14323, 3.47998], [-0.65495, 2.66829, 2.44131], [0.67597, 3.30374, 2.72417], [0.62827, 4.73650, 2.56177], [-1.22687, 2.65098, 1.16453], [-0.50177, 3.36582, 0.06275], [0.52255, 2.88277, -0.53192], [1.48916, 3.75526, -1.15385], [1.84201, 4.94700, -0.53061], [2.84603, 5.75085, -1.05038], [3.52358, 5.36924, -2.19804], [3.17336, 4.18904, -2.84006], [2.16557, 3.39960, -2.32034], [1.59701, 1.68067, -3.36865], [-2.46874, 2.04875, 1.01972], [-3.00105, 1.79400, -0.22768], [-5.19708, 1.42171, 2.75798], [-4.48862, -0.09448, 2.20296], [-4.96658, 1.13475, 1.01464], [-0.98037, 2.13007, 4.48567], [1.43455, 2.94804, 2.03522], [0.99660, 3.03960, 3.73209], [-0.05379, 5.08164, 3.14473], [-0.82957, 4.38401, -0.14269], [1.35208, 5.21551, 0.39967], [3.10735, 6.67281, -0.54038], [4.32756, 5.98042, -2.59808], [3.68128, 3.88337, -3.74891], [5.54050, 0.00648, 1.08236], [4.53534, -0.05841, 2.01350], [4.79724, 0.01137, 3.37898], [3.75437, -0.06376, 4.28935], [2.44520, -0.21985, 3.84199], [2.19575, -0.28971, 2.47774], [3.23311, -0.19765, 1.55121], [2.95500, -0.26442, 0.06428], [1.89099, 0.57142, -0.32216], [2.59834, -1.63751, -0.33103], [1.42818, -1.84580, -0.97973], [0.99951, -3.04121, -1.05411], [-0.20428, -3.45555, -1.78641], [-1.22354, -2.08863, -2.59625], [-0.52955, -4.73230, -1.92694], [-1.69552, -5.31806, -2.63584], [-1.48841, -6.37124, -3.52780], [-2.55593, -6.94703, -4.20493], [-3.85006, -6.49184, -3.97581], [-4.06718, -5.45880, -3.07197], [-2.99686, -4.87165, -2.40850], [6.38005, 0.10363, 1.53097], [5.82520, 0.11516, 3.72367], [3.96771, -0.00219, 5.35166], [1.62316, -0.30368, 4.54816], [1.17806, -0.41424, 2.11872], [3.84603, 0.03650, -0.45518], [2.94787, -2.36658, 0.26412], [1.54201, -3.85363, -0.56625], [0.17124, -5.44278, -1.48924], [-0.47523, -6.72628, -3.70637], [-2.37750, -7.75277, -4.90953], [-4.68658, -6.94610, -4.49557], [-5.07528, -5.10718, -2.87611], [-3.17741, -4.07529, -1.69602], [-4.58368, -2.19056, -0.90332], [-3.73134, -1.38454, -0.67537], [-3.43947, -0.15496, -1.55807], [-3.94610, 0.11464, -2.60080], [-2.35548, 0.65244, -0.85252], [-1.80226, -0.33911, 0.17675], [-0.56766, -0.18406, 0.45737], [-2.71657, -1.43054, 0.43709], [-2.66762, -2.25968, 1.34441], [-1.24624, 1.06890, -1.56031]],
  "forces_ev_per_a": [[0.771, -0.609, 0.030], [0.100, -0.025, 0.096], [-0.044, -0.087, 0.374], [0.202, 0.063, -0.081], [-0.400, -0.177, 0.140], [0.053, 0.202, 0.003], [-0.148, 0.330, -0.022], [0.130, -0.399, -0.125], [-0.046, 0.055, -0.408], [-0.116, 0.082, 0.225], [0.352, 0.849, -0.046], [-0.418, -0.139, -0.027], [-0.066, 0.034, 0.215], [0.034, 0.088, -0.001], [0.062, 0.060, -0.015], [0.090, 0.052, -0.083], [-0.221, -0.185, -0.079], [-0.053, 0.152, 0.042], [0.016, -0.068, -0.315], [0.229, -0.004, -0.264], [0.046, -0.035, -0.032], [0.002, 0.102, -0.008], [0.025, 0.022, 0.061], [-0.072, 0.009, -0.120], [0.155, -0.008, -0.126], [0.031, 0.006, 0.071], [-0.078, 0.002, 0.071], [0.146, 0.166, 0.116], [0.052, -0.016, -0.017], [-0.026, -0.128, -0.055], [-0.139, -0.073, 0.062], [-0.051, 0.060, 0.111], [-0.290, -0.042, 0.003], [0.137, 0.049, 0.002], [0.092, -0.012, 0.067], [-0.030, 0.013, -0.033], [-0.031, -0.028, -0.035], [-0.042, 0.035, 0.067], [-0.262, 0.029, 0.004], [-1.275, 0.044, 0.079], [4.074, -1.104, 1.553], [-0.162, 0.327, -0.444], [0.134, 0.094, 0.042], [-0.126, -0.139, -0.081], [0.349, 0.541, 0.194], [0.263, 0.032, -0.323], [-0.292, -0.616, -0.156], [0.145, 0.047, 0.090], [0.067, -0.046, -0.065], [0.026, 0.041, 0.045], [0.074, 0.021, 0.028], [0.016, 0.005, 0.007], [-0.029, 0.004, 0.047], [0.258, 0.034, 0.132], [-0.152, 0.011, -0.039], [-0.020, -0.031, -0.104], [0.145, 0.037, -0.105], [0.051, 0.011, -0.043], [0.337, 0.216, -0.462], [-0.064, -0.271, 0.274], [-0.013, -0.088, -0.032], [-0.077, 0.024, -0.024], [-0.152, 0.021, 0.030], [-0.012, 0.068, 0.073], [0.062, 0.036, 0.036], [0.128, -0.007, -0.010], [-0.046, -0.090, -0.037], [-0.553, -0.484, -0.142], [0.353, 0.519, 0.187], [0.112, 0.121, 0.394], [-0.262, 0.033, -0.531], [0.599, -0.159, 0.772], [0.059, 0.166, -0.501], [-0.989, -0.280, 0.503], [0.294, 0.306, 0.407], [0.033, -0.124, -0.168], [-3.548, 0.257, -1.491]],
  "lowdin_spin": [-0.0038, 0.0031, 0.0016, 0.0021, -0.0001, 0.0036, 0.0003, 0.0008, 0.0022, 0.0212, -0.0052, 0.0006, -0.0012, 0.0003, -0.0016, 0.0000, -0.0018, 0.0008, 0.0060, 0.0267, 0.0006, 0.0005, 0.0006, 0.0000, 0.0000, 0.0000, 0.0000, 0.0003, 0.0000, 0.0001, -0.0001, 0.0000, 0.0000, 0.0000, 0.0000, 0.0000, 0.0000, 0.0002, -0.0002, 0.0002, 0.0036, 0.0000, 0.0017, 0.0012, 0.0003, 0.0188, 0.0013, 0.0002, 0.0001, 0.0000, 0.0000, 0.0000, 0.0008, 0.0000, 0.0000, 0.0000, 0.0000, 0.0001, 0.0001, -0.0001, 0.0001, 0.0000, 0.0000, 0.0000, 0.0000, 0.0000, 0.0003, 0.0882, 0.0352, 0.0167, 0.0343, 0.0230, 0.1749, 0.1558, 0.0983, 0.2758, 0.0113],
  "charge": 0,
  "gap_ev": [6.674, 6.970],
  "multiplicity": 2,
  "s2": 1.1867
}

=====

(2)
{
  "formula": "C35H26Cl3HgN5O4PS2",
  "method": "ωB97M-V/def2-TZVPD",
  "symbols": ["Hg", "O", "C", "O", "C", "C", "C", "C", "C", "N", "C", "O", "O", "H", "H", "H", "C", "C", "N", "C", "C", "S", "C", "C", "S", "C", "N", "C", "H", "H", "H", "H", "H", "H", "H", "H", "N", "P", "C", "C", "C", "C", "C", "C", "C", "C", "C", "C", "C", "C", "C", "C", "C", "C", "C", "C", "H", "H", "H", "H", "H", "H", "H", "H", "H", "H", "H", "H", "H", "H", "H", "Cl", "C", "Cl", "Cl", "C", "N"],
  "xyz": [[0.07250, 0.25928, -0.40751], [-1.50144, 4.35151, -1.28421], [-1.27637, 3.17819, -0.95931], [-0.57098, 2.31538, -1.54035], [-1.95955, 2.69597, 0.33898], [-2.96353, 3.45198, 0.92580], [-3.56101, 2.99043, 2.08669], [-3.12440, 1.79317, 2.63233], [-2.12489, 1.08030, 1.98505], [-1.56942, 1.52926, 0.85599], [-1.64220, -0.27104, 2.56724], [-2.19277, -0.61855, 3.62822], [-0.72077, -0.84004, 1.93807], [-3.23819, 4.38091, 0.44532], [-4.35867, 3.55287, 2.55844], [-3.52358, 1.38538, 3.55023], [-3.79279, 0.05968, -0.97178], [-3.25285, -1.26923, -0.56474], [-2.02765, -1.64088, -0.66415], [-1.82201, -2.92598, -0.20443], [-2.94686, -3.53231, 0.26357], [-4.29633, -2.48770, 0.13506], [-0.50458, -3.56306, -0.21812], [-0.28567, -4.89179, -0.00636], [1.39255, -5.23278, -0.07287], [1.70360, -3.53627, -0.40829], [0.62922, -2.83287, -0.45179], [3.09526, -3.04570, -0.59020], [-3.04752, 0.57268, -1.58004], [-3.99408, 0.66862, -0.08666], [-4.71956, -0.05108, -1.53340], [-3.05191, -4.51258, 0.69885], [-0.99582, -5.68068, 0.18048], [3.80912, -3.86974, -0.59757], [3.32688, -2.34063, 0.20789], [3.16910, -2.46671, -1.51027], [2.11337, 0.41271, 0.04160], [2.80927, 1.63806, 0.64515], [2.53017, 1.95056, 2.44272], [1.36864, 1.38362, 2.96332], [1.06241, 1.49797, 4.31265], [1.94213, 2.15541, 5.16126], [3.11916, 2.69776, 4.65754], [3.41254, 2.59927, 3.30513], [2.66558, 3.29733, -0.11132], [2.69820, 4.49776, 0.59334], [2.59144, 5.70334, -0.08390], [2.43757, 5.71655, -1.46255], [2.40161, 4.52533, -2.17095], [2.51208, 3.32005, -1.49682], [4.62586, 1.35140, 0.61746], [5.45447, 1.87113, -0.37198], [6.78014, 1.46583, -0.46352], [7.28828, 0.53103, 0.42635], [6.46675, -0.00094, 1.41268], [5.14408, 0.40403, 1.50205], [0.72818, 0.81819, 2.29548], [0.14783, 1.05693, 4.69183], [1.72059, 2.23204, 6.21963], [3.81456, 3.19046, 5.32829], [4.33515, 3.01918, 2.91835], [2.79130, 4.48632, 1.67234], [2.61614, 6.63655, 0.46748], [2.30498, 6.65852, -1.98114], [2.23778, 4.53307, -3.24051], [2.44568, 2.37830, -2.02725], [5.05862, 2.60215, -1.06686], [7.42166, 1.87905, -1.23338], [8.32267, 0.21481, 0.35404], [6.85811, -0.73454, 2.10831], [4.49400, -0.00819, 2.26566], [0.01735, -2.15616, -5.83873], [0.12438, -0.54055, -5.19988], [1.26108, 0.47922, -6.02019], [-2.04455, 0.41914, -5.99612], [0.14634, -0.47703, -3.80505], [0.13606, -0.43262, -2.65093]],
  "forces_ev_per_a": [[-0.226, 0.116, 0.501], [-0.014, -0.104, 0.059], [0.016, -0.016, 0.013], [-0.025, 0.128, -0.093], [0.122, -0.085, -0.087], [-0.039, 0.126, 0.012], [0.092, -0.087, -0.080], [-0.051, 0.061, 0.078], [0.035, -0.149, -0.078], [-0.267, -0.021, 0.085], [0.235, 0.019, 0.132], [-0.042, 0.035, -0.099], [-0.169, -0.012, -0.161], [0.023, -0.011, 0.016], [0.009, 0.022, 0.022], [-0.013, -0.054, -0.047], [0.142, 0.074, 0.077], [-0.541, -0.150, 0.149], [0.614, -0.092, -0.035], [-0.529, 0.067, 0.199], [-0.084, 0.005, 0.015], [0.310, 0.188, -0.166], [0.181, -0.246, -0.038], [0.134, -0.124, 0.035], [-0.045, 0.383, -0.077], [-0.213, -0.668, 0.108], [0.012, 0.508, -0.062], [-0.036, 0.358, 0.009], [-0.053, 0.002, -0.047], [-0.020, -0.007, -0.041], [0.025, 0.010, -0.062], [0.082, 0.026, 0.004], [-0.055, 0.091, -0.019], [-0.011, 0.064, -0.006], [0.063, 0.014, 0.079], [-0.011, -0.072, -0.073], [0.463, 0.100, -0.020], [0.339, -0.102, 0.421], [-0.140, -0.174, -0.016], [0.070, 0.067, -0.162], [0.007, 0.015, 0.047], [-0.026, -0.021, -0.033], [0.049, 0.050, 0.073], [-0.042, 0.032, -0.080], [-0.106, -0.125, -0.150], [0.048, -0.088, -0.007], [0.028, 0.056, 0.037], [-0.017, 0.051, -0.015], [-0.088, 0.004, -0.014], [-0.046, 0.011, 0.076], [-0.078, -0.184, -0.086], [-0.013, 0.070, 0.135], [0.077, 0.001, -0.016], [0.025, 0.002, 0.000], [-0.031, 0.003, 0.021], [0.020, 0.082, 0.007], [-0.009, -0.015, 0.130], [0.013, -0.035, -0.016], [0.002, 0.015, -0.001], [0.002, 0.017, -0.022], [0.024, -0.014, 0.026], [-0.018, 0.051, -0.034], [-0.053, -0.017, 0.003], [0.044, -0.001, -0.011], [-0.001, -0.021, -0.006], [-0.071, -0.017, -0.045], [0.034, -0.019, -0.018], [-0.028, 0.004, -0.011], [-0.007, 0.008, -0.014], [-0.012, 0.006, -0.006], [0.022, -0.050, -0.018], [0.007, 0.045, 0.039], [0.155, -0.190, -0.495], [-0.018, -0.001, 0.087], [-0.101, -0.020, -0.005], [-0.064, 0.087, 0.516], [-0.113, -0.079, -0.640]],
  "lowdin_spin": [0.0014, 0.0001, 0.0000, 0.0010, 0.0000, 0.0000, 0.0000, 0.0000, 0.0000, 0.0003, 0.0000, 0.0000, 0.0000, 0.0000, 0.0000, 0.0000, 0.0001, 0.0000, 0.0005, 0.0000, 0.0000, 0.0000, 0.0000, 0.0000, 0.0001, 0.0001, 0.0002, 0.0001, 0.0001, 0.0000, 0.0000, 0.0000, 0.0000, 0.0000, 0.0000, 0.0001, -0.0003, -0.0001, 0.0000, 0.0000, 0.0000, 0.0000, 0.0000, 0.0000, 0.0000, 0.0000, 0.0000, 0.0000, 0.0000, 0.0000, 0.0000, 0.0000, 0.0000, 0.0000, 0.0000, 0.0000, 0.0000, 0.0000, 0.0000, 0.0000, 0.0000, 0.0000, 0.0000, 0.0000, 0.0000, 0.0001, 0.0000, 0.0000, 0.0000, 0.0000, 0.0000, 0.0444, 0.3968, 0.0470, 0.3318, 0.0540, 0.1220],
  "charge": -2,
  "gap_ev": [5.967, 6.961],
  "multiplicity": 2,
  "s2": 0.7575,
  "relative_energy_kcal_mol": 5.7
}

=====

Computed E, in the same sequence as the records: -164932.76835 -125061.01907 eV.